# 1
Here is 9 unconnected molecules or ions with the total composition C53H45F8N at a distorted geometry from OMol25. Energies are from the ωB97M-V functional and the def2-TZVPD basis.

Results
Molecular weight in g mol⁻¹: 847.9
Maximum force in eV Å⁻¹: 4.92
Gap between HOMO and LUMO in eV: 9.3
E_HOMO in hartree: -0.3329
Energy relative to the best compared isomer or geometry (same formula, charge and spin) in kJ/mol: 184.3
E in eV: -78916.951

Geometry as ORCA input:
```
! RIJCOSX wB97M-V def2-TZVPD def2/J DEFGRID3
* xyz 0 1
N 29.180 32.600 -5.248
C 29.187 33.578 -4.326
C 28.294 34.670 -4.362
C 27.419 34.851 -5.444
C 27.477 33.874 -6.452
C 28.317 32.772 -6.305
H 29.830 33.574 -3.459
H 28.271 35.467 -3.633
H 26.807 35.736 -5.538
H 26.912 33.950 -7.370
H 28.227 31.894 -6.927
F 28.686 34.352 2.547
C 28.947 32.972 2.606
C 29.550 32.451 3.759
C 29.780 31.067 3.806
C 29.457 30.246 2.652
C 28.980 30.901 1.499
C 28.509 32.203 1.552
H 29.733 33.131 4.578
H 30.124 30.592 4.713
H 29.517 29.167 2.652
H 28.984 30.371 0.558
H 27.993 32.687 0.736
F 33.611 27.767 6.505
C 34.573 27.213 5.719
C 35.093 27.745 4.602
C 35.901 27.121 3.697
C 36.191 25.767 3.986
C 35.730 25.126 5.107
C 34.970 25.869 6.053
H 34.860 28.784 4.422
H 36.229 27.548 2.761
H 36.751 25.250 3.220
H 36.031 24.128 5.392
H 34.646 25.418 6.980
F 32.187 24.346 0.744
C 31.984 23.300 -0.031
C 32.430 22.023 0.331
C 32.477 20.957 -0.571
C 31.909 21.092 -1.858
C 31.370 22.355 -2.183
C 31.504 23.428 -1.347
H 32.970 21.875 1.254
H 32.801 19.962 -0.304
H 31.909 20.277 -2.566
H 30.836 22.453 -3.117
H 31.068 24.359 -1.677
F 25.281 27.019 -1.187
C 25.437 26.236 -2.243
C 24.623 25.087 -2.425
C 24.756 24.264 -3.511
C 25.774 24.545 -4.447
C 26.512 25.748 -4.312
C 26.334 26.556 -3.228
H 23.815 24.902 -1.733
H 24.106 23.421 -3.692
H 25.967 23.984 -5.350
H 27.270 25.937 -5.058
H 26.933 27.440 -3.068
F 38.139 36.438 0.350
C 37.379 35.701 1.170
C 37.446 35.932 2.591
C 36.535 35.199 3.374
C 35.688 34.282 2.805
C 35.593 34.111 1.387
C 36.457 34.861 0.618
H 38.152 36.576 3.094
H 36.595 35.223 4.452
H 34.899 33.781 3.347
H 34.938 33.443 0.847
H 36.368 34.858 -0.458
F 28.946 24.083 4.411
C 28.977 22.773 4.184
C 28.074 22.245 3.282
C 27.951 20.864 3.231
C 28.714 20.062 4.108
C 29.615 20.615 4.979
C 29.787 21.971 5.029
H 27.464 22.821 2.603
H 27.343 20.309 2.532
H 28.617 18.987 4.158
H 30.222 20.021 5.647
H 30.452 22.465 5.722
F 25.083 39.974 5.690
C 25.532 38.761 6.176
C 26.244 38.781 7.412
C 26.668 37.614 7.973
C 26.394 36.328 7.382
C 25.720 36.380 6.168
C 25.354 37.576 5.519
H 26.324 39.755 7.871
H 27.232 37.651 8.893
H 26.761 35.399 7.793
H 25.514 35.428 5.701
H 24.813 37.426 4.597
F 36.726 33.977 9.223
C 35.370 34.251 9.115
C 34.895 35.511 9.451
C 33.548 35.751 9.343
C 32.669 34.723 8.971
C 33.135 33.470 8.704
C 34.530 33.220 8.746
H 35.566 36.311 9.725
H 33.101 36.673 9.684
H 31.618 34.950 9.070
H 32.437 32.647 8.674
H 34.816 32.194 8.562
*
```

=====

# 2
Here is a single CH4N2OS molecule at a distorted geometry from OMol25. Energies are from the ωB97M-V functional and the def2-TZVPD basis.

Results
Molecular weight in g mol⁻¹: 92.1
Maximum force in eV Å⁻¹: 2.19
Gap between HOMO and LUMO in eV: 9.0
E_HOMO in hartree: -0.3216
Energy relative to the best compared isomer or geometry (same formula, charge and spin) in kJ/mol: 338.1
E in eV: -16961.685

Geometry as ORCA input:
```
! RIJCOSX wB97M-V def2-TZVPD def2/J DEFGRID3
* xyz 0 1
C 0.289 -0.483 -0.274
N 1.999 0.818 0.036
N 1.274 0.061 0.676
O -2.448 -0.450 -0.208
S -1.120 0.559 0.291
H 0.303 -1.546 -0.247
H 0.306 -0.185 -1.273
H 2.579 1.381 0.679
H -3.183 -0.156 0.320
*
```